No. 1
DFT (ωB97M-V/def2-TZVPD) results for C33H59FeNP2Si as an isolated structure at a distorted geometry.

Results
⟨S²⟩ = 8.900
lowest unoccupied orbital energy (alpha / beta) = -3.6 / -3.9 eV
Kohn-Sham gap (alpha / beta) = 6.41 / 6.05 eV
E_tot = -97497.8094 eV
ΔE to the lowest compared entry with this formula, charge and spin = 489.15 kJ/mol
charge = +1
2S+1 = 6
molecular weight = 615.7 g/mol

Each line ends with the Löwdin charge.
Element x y z (Å)
1 Fe -1.3732 1.8267 -2.7333  0.765
2 C 0.2290 -1.6086 -2.0666  -0.164
3 C 0.5740 -0.5419 -2.9486  -0.231
4 C 2.2762 -0.7763 -1.4212  -0.173
5 C 1.2866 -1.7607 -1.1310  -0.174
6 C 1.8327 -0.0174 -2.5357  -0.178
7 C -0.9816 -2.4407 -2.1690  -0.010
8 H -1.8140 -1.8603 -2.5919  0.079
9 H -1.2930 -2.8162 -1.1858  0.063
10 H -0.8334 -3.3170 -2.8223  0.112
11 C 1.3755 -2.7735 -0.0590  -0.032
12 H 0.6159 -3.5561 -0.1879  0.081
13 H 1.2278 -2.3251 0.9368  0.072
14 H 2.3610 -3.2617 -0.0463  0.085
15 C 3.5835 -0.6292 -0.7497  -0.023
16 H 4.3911 -1.1037 -1.3336  0.106
17 H 3.5803 -1.1032 0.2396  0.050
18 H 3.8518 0.4300 -0.6274  0.072
19 C 2.5650 1.0729 -3.1984  -0.017
20 H 3.2031 0.7061 -4.0189  0.110
21 H 3.2163 1.6019 -2.4916  0.084
22 H 1.8668 1.8035 -3.6339  0.071
23 C -0.1713 -0.1743 -4.1746  -0.062
24 H -0.0737 -0.9624 -4.9435  0.114
25 H 0.2211 0.7488 -4.6268  0.077
26 H -1.2593 -0.0472 -3.9758  0.065
27 C -2.5837 2.0689 -1.4111  -0.234
28 C -3.1043 1.3745 -2.5967  -0.249
29 C -3.5220 2.1167 -3.8196  -0.178
30 C -2.4602 2.9354 -4.5805  -0.181
31 C -1.2169 3.2537 -3.8269  -0.260
32 C -1.2580 3.5997 -2.4207  -0.240
33 C -2.3871 4.4422 -1.8194  -0.127
34 C -3.1864 3.4069 -0.9778  -0.132
35 H -4.3730 2.7907 -3.5977  0.132
36 H -2.9764 3.8622 -4.9036  0.136
37 H -3.9726 1.4055 -4.5411  0.133
38 H -4.2568 3.5327 -1.1461  0.118
39 H -2.1231 1.5295 -0.5647  0.114
40 H -3.6375 0.4225 -2.4770  0.132
41 H -2.9718 3.5719 0.0887  0.116
42 H -1.9714 5.2208 -1.1579  0.122
43 H -0.3503 3.6713 -1.7782  0.142
44 H -3.0339 4.9232 -2.5582  0.118
45 H -2.2535 2.4495 -5.5510  0.129
46 H -0.4353 3.6607 -4.4743  0.136
47 P -2.0179 -0.9008 1.7700  0.783
48 C -1.3806 -2.4594 2.5297  -0.309
49 H -2.1677 -2.9871 3.0868  0.051
50 H -0.5419 -2.2378 3.2097  -0.007
51 H -1.0016 -3.1165 1.7346  0.019
52 C -2.9956 -0.2599 3.1959  -0.309
53 H -3.8240 -0.9421 3.4292  0.042
54 H -3.4078 0.7155 2.9035  0.031
55 H -2.3603 -0.1194 4.0810  0.009
56 C -3.4025 -1.6207 0.7858  -0.315
57 H -3.7949 -0.8437 0.1152  0.016
58 H -4.2058 -1.9655 1.4516  0.041
59 H -3.0418 -2.4580 0.1732  0.019
60 P 1.1815 2.5252 1.5360  0.797
61 C 2.8716 3.1503 1.1376  -0.315
62 H 3.2241 3.8511 1.9040  0.033
63 H 2.7845 3.6586 0.1563  0.021
64 H 3.5734 2.3038 1.0604  0.018
65 C 0.6682 3.6267 2.9316  -0.300
66 H -0.1683 4.2354 2.5234  0.023
67 H 1.5035 4.2850 3.2110  0.033
68 H 0.3178 3.0628 3.8113  0.011
69 C 1.6552 0.9198 2.3263  -0.322
70 H 1.5878 0.9607 3.4220  -0.002
71 H 2.6921 0.6906 2.0306  0.012
72 H 0.9781 0.1186 1.9662  0.004
73 C 0.2160 0.8543 5.4564  -0.195
74 Si 0.7279 -0.9325 5.7759  0.380
75 C 2.0948 -0.9455 7.0526  -0.167
76 C -0.7588 -1.8965 6.3986  -0.175
77 N 1.2941 -1.6690 4.3337  0.038
78 C 2.2864 -2.3102 3.7485  -0.372
79 C 3.4747 -1.6375 3.2988  -0.017
80 C 4.3558 -2.2595 2.4214  -0.098
81 C 4.2443 -3.6330 2.1691  -0.078
82 C 3.1737 -4.3589 2.7061  -0.083
83 C 2.1892 -3.7132 3.4410  -0.008
84 H -0.3593 1.2310 6.3164  0.046
85 H -0.4174 0.9557 4.5647  0.008
86 H 1.0831 1.5196 5.3451  0.024
87 H 1.6870 -0.8592 8.0690  0.036
88 H 2.6618 -1.8842 6.9899  0.033
89 H 2.7977 -0.1167 6.8943  0.033
90 H -1.6587 -1.7423 5.7882  0.013
91 H -0.5354 -2.9723 6.4029  0.034
92 H -0.9980 -1.5979 7.4300  0.034
93 H 3.6318 -0.6120 3.6374  0.110
94 H 5.1514 -1.6776 1.9519  0.110
95 H 5.0007 -4.1399 1.5648  0.113
96 H 3.1015 -5.4345 2.5411  0.110
97 H 1.3159 -4.2470 3.8182  0.116

---

No. 2
DFT (ωB97M-V/def2-TZVPD) results for a 8-piece molecular cluster, C33H61FNO13S6 overall at a distorted geometry.

Results
lowest unoccupied orbital energy = -2.3 eV
Kohn-Sham gap = 9.05 eV
E_tot = -131022.9921 eV
ΔE to the lowest compared entry with this formula, charge and spin = 347.94 kJ/mol
charge = +1
2S+1 = 1
molecular weight = 891.2 g/mol

Each line ends with the Löwdin charge.
Element x y z (Å)
1 C 0.5730 0.6737 0.1727  0.045
2 C -0.1247 -0.7033 -0.0017  -0.352
3 O -1.3624 -0.7828 0.0666  0.113
4 N 0.6006 -1.9635 0.0235  0.088
5 H 1.6234 -1.5958 -0.2443  0.237
6 H 0.5675 -2.2580 1.0125  0.127
7 C -0.0204 -3.0210 -0.9120  0.046
8 H 0.8743 1.2320 -0.8112  0.141
9 H 1.3191 0.7324 0.7422  -0.033
10 H -0.2375 1.3019 0.6999  0.110
11 H -0.2484 -2.5412 -1.8695  0.075
12 H -1.0486 -3.2691 -0.5441  0.101
13 H 0.5950 -3.8737 -0.8954  0.089
14 F 0.5090 5.7707 -0.4478  0.049
15 C 1.7748 5.4575 -0.8574  -0.232
16 C 2.3486 4.2615 -0.4145  -0.028
17 C 3.6140 3.8528 -0.9806  -0.098
18 C 4.3701 4.5614 -1.8752  -0.065
19 C 3.7061 5.7219 -2.4004  -0.023
20 C 2.4732 6.1474 -1.8935  0.022
21 H 1.7149 3.8709 0.3401  0.077
22 H 3.8057 2.9874 -0.2892  0.111
23 H 5.2690 4.0788 -2.2128  0.100
24 H 4.2286 6.1500 -3.1150  0.054
25 H 1.9256 6.8220 -2.2903  0.046
26 C 0.4500 3.7411 3.1931  -0.244
27 C -0.3353 4.4166 4.3274  -0.295
28 C -0.2414 3.7441 5.5343  -0.290
29 S 1.5042 3.2757 5.5004  0.700
30 O 1.6626 1.8395 5.8022  -0.349
31 O 2.1311 4.2287 6.3378  -0.300
32 C 1.8004 3.5591 3.7041  -0.222
33 H 0.6490 4.3263 2.3630  0.089
34 H 0.1388 2.6811 3.1559  0.104
35 H -1.4084 4.6179 4.0678  0.129
36 H 0.2812 5.4097 4.4313  0.170
37 H -0.9245 2.7176 5.6751  0.159
38 H -0.5380 4.2709 6.4877  0.134
39 H 2.1687 2.6418 3.3989  0.062
40 H 2.4897 4.4653 3.5931  0.150
41 C 5.7108 -0.3378 -4.1209  -0.127
42 C 6.2295 -1.1433 -2.9032  -0.267
43 C 5.7868 -2.4289 -3.0466  -0.309
44 S 4.1766 -2.4142 -3.6318  0.639
45 O 3.2223 -2.4348 -2.5769  -0.328
46 O 4.2005 -3.4070 -4.6802  -0.299
47 C 4.1784 -0.7786 -4.3095  -0.183
48 H 6.1351 -0.8565 -4.8959  0.084
49 H 5.8496 0.6672 -4.2078  0.083
50 H 5.9245 -0.5478 -2.0900  0.115
51 H 7.2689 -1.1473 -2.8971  0.114
52 H 5.9807 -3.0090 -2.0072  0.192
53 H 6.3366 -2.9821 -3.6734  0.075
54 H 3.6044 -0.0961 -3.6397  0.108
55 H 3.6633 -0.7505 -5.2844  0.097
56 C -4.6990 -2.8477 -0.4807  -0.143
57 C -4.8717 -1.5117 -1.3851  -0.149
58 C -4.1382 -1.7128 -2.5761  -0.294
59 S -3.9132 -3.3432 -2.8449  0.622
60 O -2.5109 -3.6249 -2.7706  -0.319
61 O -4.7225 -3.7962 -3.9515  -0.297
62 C -4.5189 -4.0588 -1.4139  -0.197
63 H -5.3435 -2.7651 0.2761  0.089
64 H -4.0025 -2.7877 0.0421  -0.025
65 H -4.6298 -0.7840 -0.8194  0.028
66 H -6.0599 -1.4087 -1.6120  0.185
67 H -3.1197 -1.3360 -2.5041  0.128
68 H -4.5798 -1.1890 -3.3175  0.091
69 H -3.6995 -4.6028 -0.8220  0.146
70 H -5.5657 -4.4334 -1.6819  0.143
71 C 0.0253 -1.2635 6.4408  -0.138
72 C 0.9447 -2.3920 6.1401  -0.277
73 C 1.8150 -2.0165 5.1240  -0.238
74 S 0.7779 -1.2338 3.8716  0.632
75 O 0.3123 -2.0963 2.9310  -0.267
76 O 1.4399 -0.0533 3.3328  -0.313
77 C -0.4069 -0.7094 4.9734  -0.205
78 H 0.3985 -0.3789 6.9087  0.097
79 H -0.8365 -1.3625 7.0728  0.114
80 H 0.2281 -2.9890 5.7250  0.104
81 H 1.5026 -2.7583 6.9424  0.130
82 H 2.3756 -2.9422 4.7231  0.157
83 H 2.6128 -1.3545 5.4726  0.132
84 H -1.4550 -1.0035 4.8311  0.118
85 H -0.5471 0.3058 5.0001  0.045
86 C -0.8971 -3.1762 -7.5894  -0.225
87 C -0.6579 -4.4466 -6.7237  -0.273
88 C 0.5087 -4.3314 -5.9425  -0.224
89 S 0.5209 -2.5172 -5.6548  0.645
90 O 1.6671 -1.9583 -6.2099  -0.274
91 O 0.3348 -2.2931 -4.2392  -0.340
92 C -0.8773 -2.1002 -6.6261  -0.253
93 H -1.9471 -3.3004 -8.1653  0.181
94 H -0.2345 -2.9118 -8.2445  0.053
95 H -0.6553 -5.4217 -7.4302  0.175
96 H -1.5027 -4.6658 -6.1086  0.105
97 H 1.4518 -4.4688 -6.3610  0.084
98 H 0.3416 -5.1140 -5.1313  0.152
99 H -0.7694 -1.1092 -6.8295  0.078
100 H -1.8185 -2.2718 -5.8951  0.169
101 C -5.3363 3.0366 3.3545  -0.200
102 C -4.7464 2.3589 4.5224  -0.188
103 C -3.9375 1.3056 3.9857  -0.224
104 S -3.3859 1.8241 2.3561  0.691
105 O -3.9162 0.8166 1.4640  -0.317
106 O -1.9452 2.0994 2.3520  -0.330
107 C -4.3276 3.2319 2.2248  -0.204
108 H -5.5121 3.9257 3.6585  0.056
109 H -6.3113 2.7472 3.1204  0.124
110 H -5.6717 1.8329 5.0368  0.192
111 H -4.1713 2.9558 4.9838  0.058
112 H -4.5056 0.4753 3.9511  0.084
113 H -3.1576 0.9183 4.4352  0.044
114 H -4.7331 3.0711 1.1784  0.141
115 H -3.5666 4.0543 2.2888  0.132